[1]
ORCA calculation (wB97M-V/def2-TZVPD) on a 11-piece molecular cluster, C44H64N2O27 overall.

```
137
Properties=species:S:1:pos:R:3
C 17.858 -25.197 -20.241
C 16.726 -25.227 -19.184
C 15.408 -24.577 -19.429
O 14.577 -25.644 -19.753
C 15.088 -26.766 -19.443
O 14.522 -27.841 -19.412
O 16.314 -26.511 -18.979
H 18.167 -24.163 -20.393
H 17.648 -25.622 -21.222
H 18.759 -25.681 -19.864
H 17.117 -24.842 -18.242
H 15.340 -23.714 -20.092
H 15.039 -24.159 -18.492
C 8.859 -22.929 -19.260
C 10.286 -23.227 -18.812
C 11.342 -22.726 -19.840
O 12.027 -21.800 -19.119
C 11.602 -21.812 -17.834
O 12.219 -21.163 -16.940
O 10.710 -22.688 -17.642
H 8.625 -21.879 -19.082
H 8.048 -23.496 -18.804
H 8.788 -23.038 -20.342
H 10.230 -24.311 -18.712
H 10.809 -22.258 -20.667
H 11.900 -23.587 -20.209
C 14.790 -19.842 -14.089
C 15.176 -19.185 -12.753
C 15.083 -17.643 -12.801
O 14.669 -17.321 -11.517
C 14.107 -18.417 -10.960
O 13.258 -18.337 -10.050
O 14.294 -19.521 -11.717
H 13.815 -19.511 -14.446
H 14.791 -20.931 -14.145
H 15.541 -19.520 -14.811
H 16.195 -19.474 -12.496
H 14.461 -17.265 -13.612
H 16.043 -17.159 -12.981
C 22.741 -16.618 -15.229
C 22.875 -18.047 -15.687
C 22.799 -18.978 -14.473
O 21.896 -19.961 -14.919
C 21.241 -19.572 -15.965
O 20.295 -20.214 -16.498
O 21.801 -18.455 -16.529
H 22.766 -15.992 -16.121
H 23.616 -16.226 -14.710
H 21.874 -16.395 -14.607
H 23.852 -18.049 -16.170
H 22.425 -18.350 -13.665
H 23.814 -19.355 -14.342
C 22.087 -22.605 -17.971
C 21.131 -22.227 -19.190
C 21.083 -20.788 -19.461
O 21.364 -20.668 -20.807
C 21.810 -21.802 -21.292
O 22.269 -21.918 -22.435
O 21.607 -22.819 -20.359
H 21.642 -22.628 -16.976
H 22.920 -21.903 -17.987
H 22.556 -23.587 -17.904
H 20.110 -22.585 -19.052
H 21.759 -20.274 -18.777
H 20.089 -20.399 -19.238
C 14.061 -25.088 -12.171
C 13.620 -25.642 -13.530
C 13.137 -24.602 -14.552
O 13.826 -24.912 -15.665
C 14.692 -25.848 -15.443
O 15.495 -26.278 -16.244
O 14.614 -26.304 -14.184
H 14.882 -24.371 -12.163
H 14.271 -25.890 -11.463
H 13.269 -24.582 -11.618
H 12.884 -26.440 -13.428
H 13.162 -23.558 -14.240
H 12.068 -24.753 -14.704
C 19.118 -28.982 -15.421
C 18.480 -27.663 -15.644
C 18.677 -26.744 -14.430
O 18.911 -25.509 -15.005
C 19.266 -25.638 -16.280
O 19.601 -24.798 -17.053
O 19.266 -26.931 -16.600
H 20.174 -28.944 -15.153
H 19.075 -29.438 -16.410
H 18.527 -29.603 -14.748
H 17.439 -27.774 -15.950
H 19.471 -27.092 -13.769
H 17.771 -26.713 -13.825
C 18.418 -17.155 -16.403
C 17.686 -16.912 -17.779
C 16.123 -16.797 -17.673
O 15.894 -15.530 -18.261
C 17.053 -14.828 -18.420
O 17.148 -13.704 -18.882
O 18.082 -15.572 -18.069
H 19.502 -17.272 -16.403
H 18.049 -18.126 -16.074
H 18.170 -16.477 -15.586
H 18.013 -17.586 -18.570
H 15.687 -16.656 -16.684
H 15.719 -17.658 -18.206
C 20.042 -22.636 -14.230
C 18.977 -21.926 -13.480
C 17.515 -22.198 -13.825
O 16.835 -22.567 -12.622
C 17.743 -22.596 -11.661
O 17.498 -22.822 -10.501
O 19.018 -22.367 -12.149
H 21.064 -22.287 -14.079
H 19.865 -22.518 -15.299
H 20.096 -23.650 -13.834
H 19.051 -20.839 -13.464
H 17.477 -22.980 -14.583
H 17.129 -21.236 -14.161
N 15.111 -21.761 -17.169
C 16.158 -22.551 -16.956
C 17.314 -21.835 -17.141
C 16.891 -20.481 -17.284
C 15.509 -20.468 -17.329
H 14.136 -21.990 -17.039
H 16.020 -23.589 -16.692
H 18.315 -22.233 -17.061
H 17.686 -19.763 -17.423
H 14.715 -19.743 -17.432
N 14.502 -17.277 -21.255
C 13.696 -17.832 -20.350
C 14.188 -19.171 -20.084
C 15.369 -19.332 -20.793
C 15.585 -18.132 -21.534
H 14.419 -16.312 -21.544
H 12.809 -17.351 -19.964
H 13.711 -19.937 -19.491
H 15.910 -20.263 -20.875
H 16.419 -17.995 -22.206
```

Computed properties:
Frontier orbital gap (alpha / beta)   1.26 / 7.99 eV
Charge   -1
Expectation value of S²   0.751
Multiplicity   2

***

[2]
ORCA calculation (wB97M-V/def2-TZVPD) on a 12-piece molecular cluster, C44H64O36 overall.

```
144
Properties=species:S:1:pos:R:3
C 0.371 1.405 0.807
C 0.525 -0.038 0.465
C -0.682 -0.991 0.592
O -0.988 -1.276 -0.806
C 0.033 -0.889 -1.544
O 0.078 -1.153 -2.734
O 0.958 -0.260 -0.868
H 0.102 2.026 -0.049
H 1.307 1.820 1.193
H -0.225 1.635 1.691
H 1.272 -0.386 1.182
H -1.553 -0.508 1.034
H -0.430 -1.848 1.216
C 7.018 -4.066 1.396
C 5.543 -4.129 0.991
C 4.714 -5.235 1.706
O 3.443 -4.669 1.559
C 3.542 -3.334 1.723
O 2.695 -2.534 2.056
O 4.801 -2.940 1.326
H 7.582 -3.189 1.079
H 7.566 -4.882 0.919
H 7.170 -4.195 2.468
H 5.462 -4.349 -0.074
H 4.866 -5.503 2.754
H 4.772 -6.179 1.164
C 3.271 2.194 4.103
C 4.536 1.379 4.189
C 4.463 0.031 3.497
O 5.592 0.016 2.671
C 6.131 1.268 2.540
O 6.950 1.598 1.734
O 5.525 2.056 3.429
H 3.315 3.260 4.315
H 2.736 1.806 4.980
H 2.568 1.938 3.312
H 4.912 1.421 5.212
H 3.546 -0.113 2.923
H 4.346 -0.717 4.284
C 2.140 -3.887 -1.561
C 1.137 -4.328 -2.638
C 1.742 -4.323 -4.038
O 1.275 -5.531 -4.626
C 0.857 -6.359 -3.582
O 0.606 -7.510 -3.700
O 0.691 -5.640 -2.485
H 1.688 -3.780 -0.574
H 2.599 -2.946 -1.862
H 2.877 -4.688 -1.471
H 0.375 -3.545 -2.637
H 2.833 -4.298 -3.973
H 1.447 -3.416 -4.564
C -0.092 4.661 -2.520
C -1.096 5.259 -1.576
C -0.477 5.446 -0.111
O -0.829 6.825 0.072
C -1.297 7.450 -1.013
O -1.531 8.644 -1.033
O -1.349 6.574 -2.018
H -0.339 4.647 -3.581
H 0.149 3.629 -2.252
H 0.877 5.159 -2.429
H -1.991 4.647 -1.472
H 0.593 5.246 -0.128
H -0.963 4.726 0.542
C -2.778 3.703 2.239
C -3.050 3.645 3.770
C -4.231 4.514 4.144
O -5.160 3.610 4.722
C -4.728 2.339 4.655
O -5.347 1.379 5.019
O -3.491 2.335 4.036
H -3.542 3.170 1.673
H -1.857 3.180 1.980
H -2.748 4.751 1.942
H -2.191 3.999 4.342
H -4.719 4.808 3.212
H -4.164 5.302 4.891
C -6.022 1.215 0.935
C -5.468 1.489 -0.493
C -5.494 2.960 -0.867
O -4.170 3.194 -1.338
C -3.398 2.141 -1.030
O -2.215 2.077 -1.324
O -4.054 1.290 -0.354
H -5.656 0.205 1.126
H -7.088 1.368 1.102
H -5.625 1.834 1.741
H -5.901 0.829 -1.242
H -5.653 3.668 -0.047
H -6.341 3.299 -1.467
C -2.570 -4.590 -0.588
C -2.646 -4.642 -2.086
C -2.727 -6.016 -2.748
O -3.988 -5.974 -3.426
C -4.488 -4.739 -3.372
O -5.421 -4.317 -4.003
O -3.841 -4.006 -2.476
H -1.566 -4.863 -0.254
H -3.376 -5.130 -0.091
H -2.556 -3.580 -0.171
H -1.755 -4.115 -2.436
H -2.740 -6.754 -1.946
H -1.920 -6.203 -3.453
O -1.171 -3.142 2.616
C -1.903 -2.542 3.376
O -2.748 -3.127 4.196
C -3.608 -2.189 4.850
C -2.931 -0.846 4.537
O -1.919 -1.201 3.577
H -4.663 -2.310 4.605
H -3.595 -2.338 5.930
H -2.424 -0.473 5.425
H -3.610 -0.108 4.119
O 1.074 5.346 2.784
C 2.086 5.339 2.149
O 2.589 4.250 1.566
C 3.838 4.529 0.872
C 3.871 6.049 0.992
O 2.929 6.363 1.958
H 4.586 3.922 1.377
H 3.831 4.336 -0.200
H 3.645 6.569 0.061
H 4.887 6.298 1.302
O -1.877 -5.587 -6.443
C -2.093 -4.472 -6.071
O -1.329 -3.673 -5.299
C -1.911 -2.419 -5.151
C -3.071 -2.393 -6.127
O -3.211 -3.780 -6.465
H -2.280 -2.311 -4.128
H -1.136 -1.665 -5.287
H -2.885 -1.888 -7.076
H -3.910 -1.887 -5.651
O 5.622 0.043 -2.738
C 4.633 0.724 -2.837
O 4.464 1.904 -2.183
C 3.088 2.225 -2.167
C 2.642 1.477 -3.408
O 3.520 0.366 -3.433
H 2.699 1.758 -1.258
H 2.766 3.265 -2.123
H 2.839 1.924 -4.385
H 1.601 1.158 -3.394
```

Computed properties:
Energy above the lowest of the compared OMol25 structures with the same formula, charge and spin   59.99 kcal/mol
Frontier orbital gap   10.40 eV

***

[3]
ORCA calculation (wB97M-V/def2-TZVPD) on a 11-piece molecular cluster, C44H66O33 overall.

```
143
Properties=species:S:1:pos:R:3
C -13.640 24.900 30.557
C -14.704 24.121 31.302
C -14.052 23.173 32.369
O -14.590 23.461 33.627
C -15.450 24.459 33.511
O -16.077 24.955 34.396
O -15.408 24.946 32.253
H -13.127 24.175 29.916
H -12.825 25.441 31.033
H -14.179 25.593 29.903
H -15.298 23.493 30.650
H -12.969 23.313 32.303
H -14.124 22.107 32.137
C -15.132 22.784 27.559
C -15.537 21.822 28.643
C -16.349 20.626 28.267
O -15.862 19.660 29.239
C -14.694 20.047 29.768
O -13.979 19.370 30.436
O -14.372 21.298 29.340
H -15.132 23.760 28.043
H -15.823 22.739 26.716
H -14.142 22.576 27.150
H -15.963 22.442 29.429
H -16.471 20.438 27.203
H -17.341 20.820 28.681
C -15.816 32.058 27.111
C -15.012 32.363 28.380
C -13.485 32.364 28.207
O -12.990 33.456 28.974
C -14.033 34.238 29.276
O -13.992 35.241 29.924
O -15.151 33.704 28.804
H -15.760 32.837 26.352
H -16.837 31.728 27.295
H -15.367 31.159 26.673
H -15.245 31.526 29.050
H -13.306 32.360 27.126
H -12.977 31.497 28.630
C -10.640 30.495 20.419
C -10.337 29.407 21.497
C -10.511 29.874 22.951
O -11.278 28.804 23.508
C -11.919 28.094 22.522
O -12.685 27.224 22.754
O -11.463 28.509 21.315
H -10.828 31.461 20.888
H -11.500 30.207 19.821
H -9.842 30.587 19.681
H -9.428 28.954 21.101
H -11.230 30.697 22.965
H -9.591 29.931 23.522
C -17.257 25.663 24.384
C -18.108 24.399 24.186
C -18.353 23.695 25.546
O -19.761 23.601 25.573
C -20.330 24.174 24.493
O -21.521 24.220 24.366
O -19.412 24.790 23.751
H -16.996 25.900 23.345
H -16.241 25.477 24.745
H -17.621 26.550 24.890
H -17.589 23.704 23.529
H -17.797 24.172 26.353
H -17.978 22.665 25.511
C -14.078 26.310 26.402
C -14.571 27.707 26.738
C -16.093 27.951 26.759
O -16.332 28.681 27.991
C -15.246 28.488 28.772
O -15.141 29.033 29.845
O -14.340 27.760 28.182
H -14.841 25.533 26.374
H -13.246 25.916 26.981
H -13.728 26.416 25.367
H -13.991 28.507 26.280
H -16.675 27.031 26.800
H -16.475 28.554 25.936
C -9.764 24.066 22.817
C -9.395 24.726 24.141
C -10.635 25.430 24.748
O -10.378 25.350 26.143
C -9.513 24.328 26.372
O -9.142 23.955 27.438
O -9.166 23.788 25.196
H -10.438 23.235 23.021
H -8.903 23.583 22.352
H -10.103 24.876 22.173
H -8.572 25.432 24.016
H -11.528 24.956 24.343
H -10.541 26.490 24.517
C -16.082 29.688 35.041
C -15.664 30.777 34.013
C -16.342 30.710 32.660
O -16.851 31.996 32.404
C -16.822 32.730 33.521
O -17.059 33.894 33.580
O -16.360 31.943 34.516
H -15.662 28.712 34.790
H -17.170 29.676 35.004
H -15.732 29.932 36.041
H -14.611 30.991 34.204
H -17.158 29.988 32.706
H -15.591 30.369 31.946
C -23.801 26.638 26.836
C -22.593 27.315 27.479
C -21.911 26.437 28.569
O -20.611 26.216 27.991
C -20.419 26.972 26.878
O -19.339 27.191 26.419
O -21.546 27.539 26.513
H -24.249 27.331 26.120
H -24.539 26.352 27.579
H -23.435 25.840 26.187
H -22.730 28.310 27.894
H -22.301 25.419 28.500
H -21.874 26.858 29.567
C -18.865 30.384 29.591
C -19.755 30.436 30.797
C -20.744 31.590 30.874
O -21.882 31.088 30.155
C -21.880 29.747 30.292
O -22.774 28.992 30.054
O -20.679 29.332 30.697
H -19.450 30.617 28.694
H -18.415 29.418 29.363
H -18.053 31.112 29.628
H -19.098 30.413 31.665
H -20.429 32.547 30.465
H -21.085 31.796 31.891
C -22.392 30.348 22.853
C -21.019 30.353 22.219
C -20.182 31.593 22.258
O -18.951 31.231 22.932
C -19.056 29.972 23.396
O -18.219 29.295 23.884
O -20.274 29.415 23.048
H -23.037 31.149 22.492
H -22.255 30.423 23.937
H -22.934 29.402 22.896
H -20.900 29.933 21.216
H -20.645 32.382 22.857
H -19.825 32.006 21.318
```

Computed properties:
Energy above the lowest of the compared OMol25 structures with the same formula, charge and spin   126.25 kcal/mol
Frontier orbital gap   10.47 eV

***

Looking at electronic energy for the records above, in order, we have -3855.98092; -4423.73042; -4199.16617 Ha.